Record 1
Computed, not measured: a molecular structure, CH3IOS2 at a distorted geometry, with ωB97M-V/def2-TZVPD.

Lowest unoccupied orbital energy (alpha / beta) = -0.32 / -2.62 eV
Energy = -32901.0550 eV
HOMO-LUMO gap (alpha / beta) = 7.2313 / 6.5040 eV
2S+1 = 3

Cartesian coordinates (Å):
C (1.40, -0.20, 0.29)
O (-1.23, 0.80, -1.56)
S (0.01, -0.20, 1.46)
S (-1.80, 0.75, -0.24)
I (-3.43, -1.00, -0.08)
H (0.91, -0.35, -0.65)
H (2.39, -0.75, 0.40)
H (1.75, 0.96, 0.38)

natural (NBO) charges in e: -0.809 -0.873 0.205 0.827 -0.096 0.236 0.253 0.257

Record 2
Computed, not measured: a molecular structure, C22H45N2P3PmSSe at a distorted geometry, with ωB97M-V/def2-TZVPD.

Lowest unoccupied orbital energy (alpha / beta) = -10.27 / -10.09 eV
Net charge = +3
Energy = -147102.4826 eV
HOMO-LUMO gap (alpha / beta) = 4.8615 / 5.0369 eV
2S+1 = 5

Cartesian coordinates (Å):
Pm (0.31, -0.23, -0.36)
P (-1.58, 2.03, -0.20)
P (-2.03, -1.50, 0.84)
P (1.91, 1.73, -1.65)
H (-0.87, -2.68, -1.83)
C (0.19, -2.45, -1.95)
C (1.18, -2.72, -1.04)
H (1.06, -3.39, -0.18)
C (-2.75, 2.26, -1.59)
C (-2.75, 2.18, 1.22)
C (-0.85, 3.72, -0.09)
C (-1.77, -3.31, 0.98)
C (-2.70, -1.20, 2.52)
C (-3.61, -1.42, -0.13)
C (3.40, 0.80, -2.21)
C (2.85, 3.16, -0.97)
C (1.28, 2.55, -3.16)
H (0.48, -2.18, -2.97)
H (2.21, -2.38, -1.24)
H (-3.36, 3.16, -1.43)
H (-3.39, 1.38, -1.67)
H (-2.17, 2.38, -2.52)
H (-3.25, 3.16, 1.16)
H (-2.21, 2.12, 2.17)
H (-3.51, 1.39, 1.18)
H (-1.65, 4.43, 0.15)
H (-0.38, 4.00, -1.03)
H (-0.10, 3.75, 0.72)
H (-2.74, -3.83, 0.95)
H (-1.27, -3.52, 1.94)
H (-1.12, -3.68, 0.17)
H (-3.78, -1.45, 2.55)
H (-2.57, -0.15, 2.81)
H (-2.17, -1.83, 3.25)
H (-4.33, -2.14, 0.29)
H (-3.41, -1.67, -1.18)
H (-4.04, -0.40, -0.09)
H (3.84, 1.35, -3.06)
H (3.15, -0.22, -2.53)
H (4.12, 0.76, -1.38)
H (3.47, 3.59, -1.78)
H (3.51, 2.81, -0.16)
H (2.18, 3.93, -0.58)
H (2.13, 2.88, -3.78)
H (0.65, 3.41, -2.91)
H (0.67, 1.84, -3.74)
C (1.77, -1.16, -6.44)
C (1.22, -0.57, -7.60)
C (1.38, -1.18, -8.85)
C (2.10, -2.37, -8.96)
C (2.65, -2.96, -7.81)
C (2.48, -2.36, -6.56)
S (1.58, -0.36, -4.90)
H (0.60, -1.10, -4.29)
H (0.69, 0.37, -7.50)
H (0.94, -0.72, -9.74)
H (2.23, -2.85, -9.94)
H (3.22, -3.89, -7.90)
H (2.91, -2.79, -5.65)
C (-0.57, 2.12, 4.49)
N (-0.09, 0.76, 4.48)
C (-0.37, -0.21, 5.44)
C (0.27, -1.34, 5.05)
N (0.92, -1.07, 3.86)
C (1.72, -2.01, 3.09)
C (0.69, 0.22, 3.49)
Se (1.39, 1.08, 1.99)
H (-1.65, 2.18, 4.28)
H (-0.03, 2.67, 3.72)
H (-0.39, 2.58, 5.47)
H (-0.95, -0.01, 6.32)
H (0.35, -2.31, 5.52)
H (2.14, -2.76, 3.78)
H (1.11, -2.53, 2.32)
H (2.52, -1.45, 2.59)

Löwdin charges in e: 1.050 0.684 0.714 0.663 0.069 -0.123 -0.108 0.079 -0.248 -0.251 -0.256 -0.248 -0.239 -0.246 -0.280 -0.248 -0.281 0.025 0.085 0.076 0.041 0.049 0.075 0.017 0.035 0.071 0.033 0.035 0.076 0.052 0.017 0.077 0.019 0.044 0.072 0.051 0.035 0.073 -0.007 0.063 0.080 0.053 0.046 0.076 0.044 -0.015 -0.625 -0.102 -0.055 -0.047 -0.060 -0.107 0.836 -0.141 0.102 0.119 0.122 0.118 0.098 -0.009 -0.104 0.013 -0.002 -0.120 -0.020 -0.646 0.656 0.097 0.058 0.123 0.149 0.146 0.124 0.074 0.072

Record 3
Computed, not measured: 11 unconnected molecules or ions with the total composition H22O11 at a distorted geometry, with ωB97M-V/def2-TZVPD.

Lowest unoccupied orbital energy = -0.21 eV
Energy = -22878.1211 eV
HOMO-LUMO gap = 10.1712 eV
Structure (SMILES) = O.O.O.O.O.O.O.O.O.O.O

Cartesian coordinates (Å):
O (-1.85, 0.81, 0.96)
H (-2.76, 0.54, 1.24)
H (-1.80, 1.70, 1.33)
O (-0.42, 3.09, 0.00)
H (0.18, 3.82, 0.26)
H (-1.35, 3.19, 0.23)
O (3.30, -3.86, 1.69)
H (3.04, -3.59, 2.56)
H (2.68, -4.42, 1.21)
O (-0.05, 5.06, -1.70)
H (0.82, 5.12, -2.14)
H (-0.14, 4.32, -1.06)
O (-0.37, 1.41, -4.09)
H (-0.03, 2.21, -3.67)
H (0.40, 0.82, -3.97)
O (3.41, 0.23, -4.20)
H (3.41, -0.71, -4.03)
H (2.87, 0.78, -3.65)
O (1.27, -2.50, 2.95)
H (1.73, -1.67, 2.76)
H (0.72, -2.51, 2.18)
O (-4.46, -0.32, 0.27)
H (-4.47, 0.31, -0.44)
H (-4.59, -1.26, 0.24)
O (-0.77, -1.78, 0.72)
H (-0.47, -1.15, 0.07)
H (-1.34, -1.48, 1.42)
O (-0.93, 2.74, 3.18)
H (-1.66, 2.17, 3.46)
H (-0.23, 2.15, 3.59)
O (1.08, -5.04, 0.12)
H (1.03, -4.08, 0.09)
H (0.69, -5.37, -0.69)

natural (NBO) charges in e: -0.965 0.487 0.467 -0.934 0.487 0.492 -0.991 0.492 0.490 -0.986 0.473 0.467 -0.926 0.467 0.458 -0.957 0.484 0.473 -0.950 0.463 0.484 -1.011 0.510 0.509 -0.991 0.500 0.497 -0.935 0.463 0.476 -0.955 0.479 0.481